{
  "formula": "C35H34N6O3ReS2",
  "method": "ωB97M-V/def2-TZVPD",
  "s_squared": 0.759,
  "gap_ev": [6.66, 6.86],
  "charge": 2,
  "homo_ev": [-12.60, -13.09],
  "lumo_ev": [-5.937, -6.231],
  "spin_multiplicity": 2,
  "e_above_lowest_kcal_mol": 12.66,
  "elements": ["Re", "O", "C", "C", "C", "C", "C", "C", "C", "N", "N", "C", "O", "C", "C", "C", "C", "C", "C", "H", "H", "H", "H", "H", "H", "H", "H", "H", "H", "C", "C", "C", "C", "N", "C", "C", "C", "C", "C", "C", "N", "H", "H", "H", "H", "H", "H", "H", "H", "O", "S", "C", "C", "C", "C", "H", "H", "H", "H", "H", "H", "H", "H", "N", "C", "S", "N", "C", "C", "C", "C", "C", "C", "H", "H", "H", "H", "H", "H", "H", "H"],
  "coordinates": [[-0.59127, 0.38583, -0.33529], [-0.81868, 2.06204, 0.67178], [-1.31023, 3.21888, 0.23636], [-0.78714, 4.40959, 0.74808], [-1.27751, 5.61938, 0.30099], [-2.31247, 5.68111, -0.63710], [-2.87088, 4.51662, -1.10391], [-2.37040, 3.27124, -0.68948], [-3.08724, 2.06337, -0.93743], [-2.57619, 0.89783, -0.71091], [-3.49345, -0.14215, -0.62099], [-2.97747, -1.14216, 0.01803], [-1.72113, -1.11542, 0.41647], [-3.76826, -2.35192, 0.28797], [-4.97980, -2.55973, -0.36977], [-5.71095, -3.70827, -0.11875], [-5.24514, -4.64432, 0.79550], [-4.04686, -4.43134, 1.46390], [-3.30577, -3.28919, 1.20939], [-0.00717, 4.36072, 1.49632], [-0.86131, 6.53736, 0.69487], [-2.68959, 6.63882, -0.96577], [-3.71070, 4.54555, -1.78723], [-4.14147, 2.09247, -1.19592], [-5.34211, -1.81771, -1.06810], [-6.65002, -3.87138, -0.62950], [-5.82414, -5.53551, 0.99691], [-3.70032, -5.15019, 2.19425], [-2.38801, -3.09601, 1.74888], [-1.87877, -0.85987, -4.37039], [-1.00084, -0.18501, -5.20313], [0.00461, 0.57339, -4.63060], [0.10418, 0.65267, -3.25021], [-0.77841, 0.02247, -2.44429], [-1.73869, -0.72910, -3.00423], [1.12985, 1.45448, -2.56694], [2.22666, 2.01328, -3.20701], [3.08743, 2.82077, -2.48534], [2.82363, 3.05156, -1.14339], [1.73959, 2.43092, -0.55934], [0.91389, 1.63090, -1.25009], [-2.67970, -1.46986, -4.76223], [-1.10006, -0.24213, -6.27834], [0.69936, 1.11785, -5.25164], [-2.41987, -1.23093, -2.33426], [2.40069, 1.82938, -4.25632], [3.94515, 3.27156, -2.96558], [3.45366, 3.69624, -0.54755], [1.50096, 2.55578, 0.48701], [0.68814, -1.34817, -0.76016], [0.08613, -2.75676, -1.01277], [0.45043, -3.67933, 0.50894], [1.33104, -4.85542, 0.10179], [2.27439, -4.32159, -0.97154], [1.37929, -3.59574, -1.97073], [-0.49019, -3.94583, 0.98451], [0.97819, -2.95452, 1.13234], [0.71915, -5.66289, -0.30585], [1.85775, -5.25248, 0.96818], [2.83945, -5.11368, -1.45984], [2.99114, -3.62418, -0.53167], [0.85628, -4.29032, -2.63013], [1.86299, -2.83160, -2.57759], [3.05097, -0.48669, 0.47259], [2.53472, 0.02254, 1.60466], [0.85472, 0.18005, 1.83367], [3.41924, 0.34566, 2.54989], [3.33975, 1.03257, 3.80438], [2.25882, 1.78423, 4.24420], [2.34197, 2.42850, 5.47204], [3.47775, 2.33278, 6.25768], [4.55544, 1.58297, 5.80859], [4.48723, 0.93751, 4.58789], [2.41716, -0.88708, -0.20413], [4.04327, -0.49206, 0.30391], [4.36299, 0.03337, 2.36440], [1.35965, 1.87418, 3.65997], [1.49622, 3.00956, 5.81386], [3.52452, 2.83684, 7.21272], [5.45117, 1.49707, 6.40795], [5.33259, 0.35063, 4.24458]],
  "lowdin_spin": [0.708, 0.095, 0.014, 0.011, 0.006, 0.018, -0.002, 0.023, 0.025, -0.004, 0.014, -0.007, 0.054, -0.001, -0.002, 0.000, -0.002, 0.000, -0.002, 0.000, 0.000, 0.001, -0.001, 0.000, 0.000, 0.000, 0.000, 0.000, 0.000, 0.000, 0.001, 0.000, 0.001, 0.001, 0.004, 0.003, -0.001, 0.003, 0.000, 0.004, 0.003, 0.000, 0.000, 0.000, 0.000, 0.000, 0.000, 0.000, 0.000, 0.006, 0.004, 0.002, 0.000, 0.000, 0.000, 0.000, 0.000, 0.000, 0.000, 0.000, 0.000, 0.000, 0.000, 0.000, 0.002, 0.015, 0.001, 0.000, 0.001, 0.000, 0.000, 0.000, 0.000, 0.000, 0.000, 0.000, 0.000, 0.000, 0.000, 0.000, 0.000]
}